Here is an isolated molecule of C9H12N2O3S in a non-equilibrium geometry from the Open Molecules 2025 dataset. Energies are from wB97M-V/def2-TZVPD.

As for the charge: 0. The total energy is -1083.53872 Eh. For the HOMO-LUMO gap, the calculation gives 0.321 Ha. The multiplicity is 1.

Geometry (Å):
H -4.1886 0.2739 0.0835
H -2.3803 0.1872 -1.7320
C 1.4923 -0.8069 0.3400
C 1.0711 1.5263 -0.6298
H -2.4616 0.0309 2.3770
C -2.5368 -0.4980 1.3294
N 3.1015 -1.0531 -1.2943
N 2.4015 -0.0339 1.0176
C 0.5404 0.1851 -0.7414
H 2.0566 0.7038 1.8150
O 1.9297 -2.9649 -0.7386
O 0.4697 2.3142 0.2946
C 2.2387 -1.8113 -0.5858
O 1.9477 1.8977 -1.3136
H -3.2241 1.4202 0.8474
C -2.1027 0.7567 -0.8448
H 3.0495 -0.5915 1.4564
H 3.4844 -1.6112 -2.0635
S 0.2076 -1.6471 1.4562
H -1.9506 1.7526 -1.1609
H 3.0504 -0.0501 -1.2284
C -3.1149 0.4970 0.3144
H 0.5823 -0.1431 -1.7499
H -3.3039 -1.3834 1.4919
H -0.3041 1.7533 0.6809
C -0.8949 0.0432 -0.2542
C -1.1610 -0.7474 0.8330

=====

Here is a cluster of 2 separate species, C9H12N3 in total in a non-equilibrium geometry from the Open Molecules 2025 dataset. Energies are from wB97M-V/def2-TZVPD.

As for the charge: +1. The total energy is -513.71973 Eh. For the HOMO-LUMO gap, the calculation gives 0.213 Ha. The multiplicity is 1.

Geometry (Å):
H -3.4179 -3.4387 3.4210
C 0.3065 0.2463 -0.4188
H 2.1851 3.3833 -0.6112
C -0.6941 2.8051 -1.1884
H -3.2748 0.8168 -0.3069
H -0.5175 3.9226 -1.5690
C 0.5466 1.7895 -0.9131
H -3.7438 -4.1418 1.8180
C -1.3214 -0.0728 -0.2017
N -0.8718 -2.5115 1.5077
H 4.9978 0.4900 -1.5876
H -1.7176 -1.1304 0.1836
N -2.0747 2.3335 -0.9406
C -2.9761 -3.9799 2.5797
H 2.3038 2.5565 -2.3239
H -2.6130 -4.9495 2.9313
C 3.9023 0.2566 -1.2205
H 3.3698 -0.7816 -1.4518
C -1.8260 -3.1773 1.9937
H 1.1258 -0.5674 -0.2264
N -2.2531 1.0672 -0.4930
C 2.0879 2.3425 -1.1847
C 3.1647 1.3199 -0.4834
H 3.3115 1.4210 0.6859

=====

Here is a cluster of 2 separate species, C9H12N3O in total in a non-equilibrium geometry from the Open Molecules 2025 dataset. Energies are from wB97M-V/def2-TZVPD.

As for the charge: +1. The total energy is -589.37455 Eh. For the HOMO-LUMO gap, the calculation gives 0.347 Ha. The multiplicity is 1.

Geometry (Å):
H 1.7471 2.4611 0.3483
C -3.5567 -0.8321 -0.5123
N -2.2716 0.9522 -0.7216
C -3.3997 0.3683 -1.1538
C 1.8170 -0.9352 0.2557
H -3.9311 0.7863 -1.9974
H -4.3240 -1.5510 -0.8098
N 0.4439 0.4291 1.7473
C 2.0865 1.3813 0.1259
H -1.9406 1.8894 -0.8122
N -1.8271 0.2390 0.3957
C 2.9525 1.2098 -0.8841
H 3.3851 2.1565 -1.2412
C 2.7418 -1.0618 -0.8508
C 1.4170 0.2870 0.7101
H -0.9640 0.2935 1.0812
H 4.1097 -0.0755 -2.1275
H -2.8496 -2.3449 1.5043
H 2.9153 -2.1154 -0.9862
H 0.5047 -0.3871 2.3299
C 3.3956 0.0255 -1.4152
H 1.6140 -1.8562 0.7449
C -2.4886 -0.8953 0.4895
O -2.2039 -1.7325 1.4298
H 0.6268 1.3080 2.3494

=====

Here is a structure of composition C9H12N3O in a non-equilibrium geometry from the Open Molecules 2025 dataset. Energies are from wB97M-V/def2-TZVPD.

As for the charge: +1. The total energy is -589.39294 Eh. For the HOMO-LUMO gap, the calculation gives 0.350 Ha. The multiplicity is 1.

Geometry (Å):
H -3.5500 -0.5101 1.5876
N -0.0564 -0.5566 -0.3551
H 2.4891 -2.7382 0.1408
O -2.4063 -0.1448 -1.3445
H -1.4413 1.3207 2.1041
H -1.1375 -1.2085 1.3623
C 2.2943 0.6374 0.3036
H -0.1827 1.8885 -1.7455
C -0.8226 0.9347 1.3121
H 1.3295 2.6960 -1.3416
H -0.5201 -0.4339 -1.2797
C -2.4615 -0.2799 -0.1452
C 0.8489 1.7231 -1.4414
N -3.5617 -0.3154 0.6001
C 2.7573 -0.6083 0.3861
H 2.9221 1.4801 0.5526
C -1.1147 -0.3948 0.6334
C 1.9812 -1.7898 0.0757
N 0.1697 1.5591 0.8835
H 0.1432 -2.6642 -0.5160
C 0.9186 1.0127 -0.1164
H 1.3780 1.1569 -2.2041
H 3.7796 -0.7667 0.6881
H -4.4572 -0.2307 0.1415
C 0.7006 -1.7674 -0.2820

=====

Here is the ion C9H12N3O2 with charge -1 in a non-equilibrium geometry from the Open Molecules 2025 dataset. Energies are from wB97M-V/def2-TZVPD.

As for the charge: -1. The total energy is -664.81624 Eh. For the HOMO-LUMO gap (spin up / spin down), the calculation gives 0.220 / 0.300 Ha. The multiplicity is 1.

Geometry (Å):
N -0.8484 -0.5783 -0.5335
O -2.5272 -1.9428 -1.4114
H -0.1936 0.8787 -2.6166
C 0.7942 0.8067 -1.9994
N 1.4120 -0.3560 0.1056
H 1.0997 1.8540 -1.6203
C -1.5842 -0.5601 0.6314
H 2.6997 1.3139 0.2161
H -3.1923 0.4103 1.6058
C -2.3425 0.8452 0.9042
C -1.5384 -1.3402 -1.7460
H 0.6606 -2.1911 0.9698
C 0.3216 0.0377 -0.7405
C 3.3430 -0.5038 1.1955
H -2.4213 -1.2811 0.5229
N 2.6332 -1.6324 1.3816
H 4.3011 -0.3424 1.5214
O -1.0033 -1.2267 -2.8367
C 1.5264 -1.5603 0.7317
H -0.8137 1.7724 2.1041
H -1.1398 -0.8592 1.5653
H -1.2757 2.9013 0.8195
C 2.6005 0.3200 0.3289
C -1.4283 1.9505 1.3140
H -2.7997 1.0300 -0.0225
H 1.7165 0.2537 -2.3907

=====

Here is a cluster of 2 separate species, C9H12N3O2 in total in a non-equilibrium geometry from the Open Molecules 2025 dataset. Energies are from wB97M-V/def2-TZVPD.

As for the charge: +1. The total energy is -664.33767 Eh. For the HOMO-LUMO gap (spin up / spin down), the calculation gives 0.190 / 0.279 Ha. The multiplicity is 1.

Geometry (Å):
N -1.2745 -1.2948 -1.7153
O -1.8243 -3.7916 -1.3600
C 0.4017 2.0029 1.3813
N -1.4762 -3.7106 -0.0054
H 1.1672 1.3186 -1.8182
H -1.7177 -4.7504 -1.6743
H 0.9284 -1.2063 1.9192
H 2.3771 -0.2543 1.9912
H -1.0220 -2.2050 1.4250
H 0.2068 4.9439 -0.4212
C -0.9038 -1.5997 -0.5048
C 0.2277 3.9656 0.0126
C 0.8261 1.2307 0.2729
C 1.6912 -0.7674 1.3461
O -1.3465 -4.7313 0.5577
H 2.2914 -1.6037 0.9843
H -0.2019 3.7861 2.1703
C 0.4148 3.1883 -1.1585
C 0.7350 1.8799 -1.0528
H -0.6109 -0.6615 -2.2787
C -1.2542 -2.4542 0.4463
N 1.3519 -0.0213 0.2374
H -1.7856 -1.9633 -2.3155
H 0.1453 1.5745 2.3551
C 0.1647 3.3329 1.2793
H 0.4884 3.7920 -2.0741

=====

Here is an isolated molecule of C9H12N6O4S in a non-equilibrium geometry from the Open Molecules 2025 dataset. Energies are from wB97M-V/def2-TZVPD.

As for the charge: 0. The total energy is -1377.74767 Eh. For the HOMO-LUMO gap, the calculation gives 0.331 Ha. The multiplicity is 1.

Geometry (Å):
S 0.1968 0.6801 1.7388
H -4.6112 0.4396 -2.7823
H 3.6574 -4.2029 -1.4522
C 0.5233 2.4532 2.0691
H 2.9574 -4.7115 0.0975
C 1.7678 -2.5211 -0.8239
H 2.5207 -5.5883 -1.4022
H 1.6005 2.6082 2.0058
O -2.3646 2.9345 -0.7889
C -1.6789 0.9758 -1.2050
N -0.4929 -2.1713 -1.8373
H 0.0008 3.0293 1.3071
O 0.7806 2.2393 4.4862
C 0.0188 2.8167 3.4616
C -2.9971 1.1469 -1.7848
H -1.0401 2.5338 3.5502
N -0.9184 -0.1656 -1.2599
H 2.0648 0.1369 0.2862
N -3.3736 2.3701 -1.4961
H -3.2749 -0.6835 -2.5759
N -1.3451 2.0903 -0.6166
C 1.0590 0.5197 0.1162
O 1.6436 -3.7866 -1.2075
H 0.7681 1.2805 4.3753
H 1.0697 1.5171 -0.3213
H 0.1034 3.8979 3.6008
N -3.6682 0.2429 -2.5034
N -1.3598 -1.2543 -1.9246
C 0.5615 -1.7313 -1.1103
O 2.7561 -2.0571 -0.3043
C 0.3057 -0.4187 -0.7241
C 2.7687 -4.6208 -0.9744

=====

Here is a cluster of 2 separate species, C9H12NS in total in a non-equilibrium geometry from the Open Molecules 2025 dataset. Energies are from wB97M-V/def2-TZVPD.

As for the charge: +1. The total energy is -802.55115 Eh. For the HOMO-LUMO gap (spin up / spin down), the calculation gives 0.247 / 0.174 Ha. The multiplicity is 3.

Geometry (Å):
C -2.0924 0.4078 0.4678
C 0.0011 -1.5091 0.0547
H 3.4208 1.1842 0.5403
H -1.3704 -3.1449 1.9298
C -2.0248 -2.3236 1.6423
N 2.7888 1.1550 -0.2596
H -1.7185 2.8909 -1.7173
H 0.7105 -1.0927 -1.7705
C -2.0582 2.3370 -0.8300
S -3.5460 1.0859 0.8704
H 3.3962 1.0464 -1.0076
H -2.8217 -2.8620 1.1971
C -0.2428 0.6290 -1.1849
H 2.0847 1.9904 -0.2981
C -1.1385 -1.4951 0.7935
C -3.2255 2.4097 -0.2362
H 1.5884 -0.0703 -0.6808
H -2.4335 -1.6547 2.4768
H -4.0339 3.0407 -0.5518
H 0.0752 1.0579 -2.2049
C -1.2873 1.1465 -0.5085
C 0.4899 -0.5402 -0.9054
H 0.4806 -2.5247 -0.1918

=====

Here is a structure of composition C9H12O2 in a non-equilibrium geometry from the Open Molecules 2025 dataset. Energies are from wB97M-V/def2-TZVPD.

As for the charge: 0. The total energy is -500.42930 Eh. For the HOMO-LUMO gap, the calculation gives 0.341 Ha. The multiplicity is 1.

Geometry (Å):
C 2.5870 1.0588 0.3213
H -1.4669 0.5264 1.1410
H 0.9567 -2.2004 -0.6804
H -2.5705 -1.9770 -0.1565
C -1.6843 0.0754 0.1962
C 0.6190 -0.2179 -0.3987
H -1.2586 -1.8646 1.1255
C 1.4237 -1.2862 -0.4619
C 2.8415 -1.2112 -0.4101
C 1.2465 0.9408 0.1399
H 4.4994 0.0495 0.1495
O -0.7078 -0.1291 -0.7224
H -3.0887 2.2036 -0.4791
C -2.9346 0.8353 -0.4934
O 0.5183 2.1735 -0.1017
C 3.4027 -0.0385 0.0305
C -2.1338 -1.3640 0.6738
H -4.1485 0.3636 0.0113
H 3.3931 -2.1098 -0.3094
H 1.3820 2.8467 -0.3404
H 3.0351 1.9624 0.9426
H -3.2509 0.4834 -1.7151
H -2.6604 -1.1206 1.5374